A:
C23H31N3O2 | wB97M-V/def2-TZVPD

The geometry in ORCA input format:
```
! RIJCOSX wB97M-V def2-TZVPD def2/J DEFGRID3
* xyz 0 1
C 1.2903 -0.5516 5.8113
C 1.2844 0.8200 5.1399
N 2.4051 0.9754 4.2297
C 3.6426 1.3053 4.9094
C 4.8663 0.8887 4.1010
C 2.1438 1.8006 3.0605
C 2.2565 0.9880 1.7629
C 1.3014 -0.2032 1.7225
C -0.1537 0.1984 1.4918
C -1.0867 -1.0153 1.5556
C -0.7138 -2.0848 0.5445
O -0.3739 -3.2035 0.8601
N -0.8265 -1.6349 -0.7395
C -0.5255 -2.2743 -1.9281
C 0.0743 -3.5348 -1.9583
C 0.4055 -4.1279 -3.1580
C 0.1555 -3.4753 -4.3562
C -0.4635 -2.2421 -4.3431
C -0.8371 -1.6303 -3.1461
C -1.5329 -0.3161 -3.1467
O -1.4343 0.4878 -2.2267
N -2.3138 -0.1028 -4.2396
C -3.0801 1.0169 -4.5795
C -3.8779 0.9243 -5.7194
C -4.6534 1.9950 -6.1181
C -4.6434 3.1717 -5.3873
C -3.8505 3.2661 -4.2568
C -3.0696 2.2002 -3.8477
H 1.3173 -1.3328 5.0565
H 2.1533 -0.6746 6.4599
H 0.3915 -0.6726 6.4113
H 0.3604 0.9085 4.5655
H 1.2741 1.6088 5.9138
H 3.6582 0.7666 5.8585
H 3.7037 2.3863 5.1394
H 5.7675 1.0385 4.6912
H 4.7891 -0.1620 3.8355
H 4.9533 1.4731 3.1890
H 2.8572 2.6330 3.0150
H 1.1455 2.2462 3.1206
H 2.0643 1.6488 0.9143
H 3.2768 0.6142 1.6768
H 1.3898 -0.7437 2.6651
H 1.6096 -0.8797 0.9218
H -0.4698 0.9107 2.2557
H -0.2448 0.6971 0.5239
H -1.0348 -1.4685 2.5467
H -2.1165 -0.7007 1.3695
H -1.1254 -0.6684 -0.8735
H 0.2838 -4.0290 -1.0245
H 0.8779 -5.0985 -3.1600
H 0.4433 -3.9246 -5.2943
H -0.6202 -1.7305 -5.2830
H -2.3991 -0.8729 -4.8888
H -3.8872 0.0067 -6.2922
H -5.2671 1.9098 -7.0026
H -5.2498 4.0085 -5.6991
H -3.8361 4.1806 -3.6829
H -2.4555 2.2791 -2.9671
*
```

## Properties
E_HOMO   -8.23 eV
SMILES string   CCN(CC)CCCCCC(=O)Nc1ccccc1C(=O)Nc1ccccc1
Kohn-Sham gap   8.6 eV

Mulliken atomic charge list, values in e, 8 entries: atom 1 (C): -1.234, atom 2 (C): -0.611, atom 3 (N): 0.680, atom 4 (C): -0.599, atom 5 (C): -1.324, atom 6 (C): -1.207, atom 7 (C): -0.850, atom 8 (C): -0.193

---

B:
C23H31N3O2 | wB97M-V/def2-TZVPD

The geometry in ORCA input format:
```
! RIJCOSX wB97M-V def2-TZVPD def2/J DEFGRID3
* xyz 0 1
C -1.0036 -0.9083 -3.5401
C -1.2624 0.2335 -2.6100
C -2.5268 0.7982 -2.5011
C -2.7742 1.8089 -1.5893
C -1.7677 2.2493 -0.7525
C -0.4929 1.7012 -0.8519
C 0.5477 2.1515 0.1160
O 0.2788 2.4135 1.2787
N 1.7945 2.2737 -0.3874
C 2.9197 2.6788 0.4179
C 4.0270 1.6242 0.4619
C 3.5031 0.2508 0.9036
N 3.0326 -0.5204 -0.2364
C 4.1013 -1.2412 -0.8934
C 1.8653 -1.3345 0.0308
C 2.0048 -2.4451 1.0858
C 0.7387 -3.3068 1.1086
N -0.4510 -2.5137 1.3028
C -1.2877 -2.1974 0.2840
O -1.2046 -2.7158 -0.8156
C -2.3402 -1.2032 0.6321
C -3.5942 -1.3255 0.0417
C -4.5888 -0.4161 0.3430
C -4.3356 0.6292 1.2154
C -3.0808 0.7870 1.7887
C -2.7738 1.9243 2.7119
C -2.0911 -0.1408 1.4917
C -0.2455 0.7107 -1.7941
H -0.0078 -0.8450 -3.9739
H -1.0687 -1.8355 -2.9691
H -1.7403 -0.9422 -4.3387
H -3.3262 0.4363 -3.1315
H -3.7609 2.2424 -1.5193
H -1.9515 3.0200 -0.0204
H 1.9785 1.9785 -1.3322
H 3.3274 3.6206 0.0300
H 2.5253 2.8578 1.4218
H 4.7952 1.9691 1.1555
H 4.4802 1.5351 -0.5262
H 4.2946 -0.2885 1.4482
H 2.6701 0.4061 1.5918
H 4.8549 -0.5341 -1.2386
H 3.6993 -1.7646 -1.7594
H 4.6010 -1.9727 -0.2402
H 1.0652 -0.6560 0.3404
H 1.5606 -1.7959 -0.9128
H 2.1724 -2.0040 2.0715
H 2.8549 -3.0866 0.8505
H 0.6144 -3.8116 0.1474
H 0.8067 -4.0589 1.9013
H -0.5444 -2.0219 2.1772
H -3.7688 -2.1399 -0.6446
H -5.5656 -0.5167 -0.1072
H -5.1176 1.3403 1.4422
H -2.7818 1.5812 3.7471
H -3.5085 2.7195 2.6118
H -1.7819 2.3178 2.4965
H -1.1068 0.0142 1.9112
H 0.7373 0.2693 -1.8732
*
```

## Properties
E_HOMO   -8.39 eV
SMILES string   Cc1cccc(C(=O)NCCCN(C)CCCNC(=O)c2cccc(C)c2)c1
Kohn-Sham gap   9.2 eV

Mulliken atomic charge list, values in e, 8 entries: atom 1 (C): -1.599, atom 2 (C): 0.462, atom 3 (C): -0.708, atom 4 (C): -0.797, atom 5 (C): -0.514, atom 6 (C): 1.219, atom 7 (C): 0.017, atom 8 (O): -0.735

---

B is favored, and the nearest alternative lies 0.360 eV above it.

---

A:
C9H18N2O3 | wB97M-V/def2-TZVPD

The geometry in ORCA input format:
```
! RIJCOSX wB97M-V def2-TZVPD def2/J DEFGRID3
* xyz 0 1
C -2.4203 2.5715 -0.5689
C -1.8989 1.5571 -1.5776
C -1.4030 0.2497 -0.9702
C -2.4032 -0.7162 -0.4374
C -0.2268 0.3255 0.0592
N -0.4272 1.0883 1.2589
C 1.0909 0.6597 -0.6638
O 1.1058 1.6134 -1.4865
N 2.2225 0.0565 -0.3675
C 2.5544 -1.0750 0.5809
C 2.0501 -0.8281 2.0208
C 2.1276 -2.3986 -0.0486
O 1.1933 -2.4555 -0.8531
O 2.7807 -3.4912 0.4190
H -3.2536 2.1214 -0.0077
H -2.8290 3.5261 -0.9877
H -1.6898 2.8830 0.1639
H -2.6791 1.3513 -2.2633
H -1.0920 2.0328 -2.1321
H -1.0216 -0.2298 -1.8421
H -3.0985 -0.9825 -1.2429
H -3.0112 -0.2599 0.3273
H -1.9366 -1.6419 -0.0490
H -0.1467 -0.7411 0.4251
H -0.9877 0.6070 1.9200
H 0.4574 1.2963 1.7375
H 2.9122 0.4647 -1.0207
H 3.6247 -1.0486 0.5435
H 2.3444 -1.7155 2.6324
H 2.5093 0.0625 2.4741
H 0.9150 -0.5546 2.0172
H 2.6369 -4.3279 -0.0607
*
```

## Properties
E_HOMO   -8.97 eV
SMILES string   CC[C@H](C)[C@H](N)C(=O)N[C@@H](C)C(=O)O
Kohn-Sham gap   9.3 eV

Mulliken atomic charge list, values in e, 8 entries: atom 1 (C): -1.163, atom 2 (C): -0.715, atom 3 (C): 0.328, atom 4 (C): -1.727, atom 5 (C): 0.606, atom 6 (N): -0.587, atom 7 (C): -0.335, atom 8 (O): -0.726

---

B:
C9H18N2O3 | wB97M-V/def2-TZVPD

The geometry in ORCA input format:
```
! RIJCOSX wB97M-V def2-TZVPD def2/J DEFGRID3
* xyz 0 1
C 1.6922 -1.8703 -1.3970
C 0.7682 0.3713 -2.0798
C 0.0135 -1.4421 3.1002
C 1.5718 -0.3107 1.5134
C -1.9614 1.2202 -2.7891
C -2.2560 0.9983 -0.3667
C -0.7596 2.8183 -1.2340
C 0.8562 -1.6588 1.8021
C -1.3008 1.4429 -1.4002
N 1.6122 -0.7087 -1.7671
N 2.0078 -2.7119 2.1463
O 1.7529 -2.9515 -1.0126
O 1.1665 1.1730 -2.8585
O -0.3093 0.3136 -1.3546
H -0.9974 -1.5844 2.7211
H 0.1191 -0.3629 3.3451
H 0.2405 -2.1554 3.8171
H 2.2508 -0.5239 0.6789
H 0.7704 0.4029 1.2437
H 1.9918 0.1482 2.4211
H -2.4401 0.2261 -2.7241
H -2.6866 2.0399 -2.9000
H -1.1658 1.4160 -3.5755
H -2.3380 -0.1203 -0.2787
H -3.2506 1.4872 -0.5469
H -2.0669 1.4051 0.6307
H -0.1098 3.1556 -2.2193
H -1.6442 3.4588 -1.1965
H -0.1750 3.0095 -0.2708
H 1.7297 -3.4973 1.6005
H 1.9084 -2.8665 3.1176
H 3.0096 -2.3223 1.8336
*
```

## Properties
E_HOMO   -6.14 eV
Kohn-Sham gap   6.8 eV

Mulliken atomic charge list, values in e, 8 entries: atom 1 (C): 0.785, atom 2 (C): 0.520, atom 3 (C): -1.207, atom 4 (C): -1.423, atom 5 (C): -1.544, atom 6 (C): -1.611, atom 7 (C): -1.454, atom 8 (C): 0.037

---

C:
C9H18N2O3 | wB97M-V/def2-TZVPD

The geometry in ORCA input format:
```
! RIJCOSX wB97M-V def2-TZVPD def2/J DEFGRID3
* xyz 0 1
C 1.7322 -2.8112 3.7037
C 0.5728 -2.3006 2.9369
C 0.9336 -1.4353 1.6700
C -0.2631 -1.1840 0.8187
N -0.2547 -1.5415 -0.3883
C 0.6720 -1.9847 -1.2233
O 1.3222 -1.3435 -2.0011
C -1.5416 -0.4498 1.2541
O -2.1164 -0.7736 2.2529
O -1.9167 0.5673 0.4842
H 2.0563 -2.3464 4.6786
H 2.6704 -2.9432 3.0498
H 1.5438 -3.7322 4.2646
H -0.2896 -2.9852 2.7091
H -0.0468 -1.4642 3.4799
H 1.2555 -0.4318 2.0068
H 1.7723 -1.9047 1.1133
H 0.8620 -3.0469 -1.1679
H -1.4703 0.8532 -0.4089
C -1.6227 2.9530 -1.3795
N -0.9606 1.7139 -1.8185
C 0.4681 1.8597 -1.6815
C -1.2825 1.3222 -3.1513
H -1.4989 3.2034 -0.4110
H -1.4192 3.9145 -1.9297
H -2.6926 2.8289 -1.7089
H 0.6894 2.0730 -0.6488
H 0.9049 0.7775 -1.7407
H 0.8767 2.5653 -2.4249
H -0.8600 0.3556 -3.2544
H -2.3819 1.4391 -3.2796
H -0.6665 1.9871 -3.8478
*
```

## Properties
E_HOMO   -9.49 eV
SMILES string   CCC/C(=N\C=O)C(=O)O.CN(C)C
Kohn-Sham gap   9.9 eV

Mulliken atomic charge list, values in e, 8 entries: atom 1 (C): -1.180, atom 2 (C): -0.185, atom 3 (C): -0.868, atom 4 (C): 0.671, atom 5 (N): -0.349, atom 6 (C): -0.176, atom 7 (O): -0.526, atom 8 (C): 0.351

---

A is favored, and the nearest alternative lies 2.055 eV above it.

---

A:
C2H5Cl2N | wB97M-V/def2-TZVPD

The geometry in ORCA input format:
```
! RIJCOSX wB97M-V def2-TZVPD def2/J DEFGRID3
* xyz 0 1
C -0.6931 -0.0313 -0.9976
C 0.2928 -0.2279 0.0688
N -0.0361 -0.1106 1.4087
Cl 1.3874 -1.5121 -0.1544
Cl 1.9118 1.4477 -0.1208
H -0.1629 -0.0087 -1.8777
H -1.2806 -0.9791 -1.0139
H -1.3493 0.9059 -0.7433
H 0.6826 0.0157 2.0624
H -0.7527 0.5003 1.3677
*
```

## Properties
E_HOMO   -9.55 eV
Kohn-Sham gap   9.4 eV

Mulliken atomic charge list, values in e, 8 entries: atom 1 (C): -0.949, atom 2 (C): 0.423, atom 3 (N): -0.409, atom 4 (Cl): -0.116, atom 5 (Cl): -0.413, atom 6 (H): 0.338, atom 7 (H): 0.317, atom 8 (H): 0.339

---

B:
C2H5Cl2N | wB97M-V/def2-TZVPD

The geometry in ORCA input format:
```
! RIJCOSX wB97M-V def2-TZVPD def2/J DEFGRID3
* xyz 0 1
C -0.9302 -0.5016 0.7498
C -0.0769 -0.4751 -0.2670
N 1.2164 -0.9972 -0.3825
Cl -0.5730 0.2085 -1.7725
H -0.8412 -0.8796 1.7385
H -2.0615 -0.2747 0.6160
H 1.1193 -1.8317 -0.9426
H 1.4872 -1.1909 0.5420
Cl -0.1181 3.1843 0.2043
H 0.7780 2.7581 -0.4858
*
```

## Properties
E_HOMO   -9.13 eV
SMILES string   C=C(N)Cl.Cl
Kohn-Sham gap   9.9 eV

Mulliken atomic charge list, values in e, 8 entries: atom 1 (C): -0.701, atom 2 (C): 0.425, atom 3 (N): -0.539, atom 4 (Cl): -0.173, atom 5 (H): 0.290, atom 6 (H): 0.197, atom 7 (H): 0.281, atom 8 (H): 0.230

---

A is favored, and the nearest alternative lies 0.083 eV above it.

---

A:
C7H7NO2 | wB97M-V/def2-TZVPD

The geometry in ORCA input format:
```
! RIJCOSX wB97M-V def2-TZVPD def2/J DEFGRID3
* xyz 0 1
N 2.7672 -0.7190 0.0826
C 1.9881 0.3020 0.0988
C 0.5123 0.2651 0.2078
O -0.1796 1.4708 0.3633
C -1.3146 0.7066 0.9458
C -2.2517 0.4876 -0.2127
C -1.6501 -0.3644 -1.0610
C -0.3867 -0.8525 -0.4565
C -0.4184 -0.5572 1.0154
H -1.6797 1.1849 1.8580
H -3.1445 1.0819 -0.4010
H -1.9765 -0.6175 -2.0691
H 0.1493 -1.7246 -0.8310
H -0.2516 -1.2535 1.8360
O 2.4126 1.3118 -0.6535
H 2.3614 -1.5128 0.5737
H 3.0625 0.7907 -1.2967
*
```

## Properties
E_HOMO   -9.26 eV
Kohn-Sham gap   9.9 eV

Mulliken atomic charge list, values in e, 8 entries: atom 1 (N): -0.827, atom 2 (C): 0.290, atom 3 (C): 0.541, atom 4 (O): -0.486, atom 5 (C): 0.174, atom 6 (C): -0.637, atom 7 (C): -0.576, atom 8 (C): -0.113

---

B:
C7H7NO2 | wB97M-V/def2-TZVPD

The geometry in ORCA input format:
```
! RIJCOSX wB97M-V def2-TZVPD def2/J DEFGRID3
* xyz 0 1
N -3.5082 0.0005 -0.0456
C -2.1742 -0.0003 -0.0134
C -1.3851 -1.1907 -0.2369
C 0.0402 -1.1926 -0.2933
C 0.6928 0.0026 -0.0230
C 2.1832 0.1050 -0.0377
O 2.8585 0.9344 -0.6474
O 2.8408 -0.8750 0.6060
C -0.0378 1.1965 0.2624
C -1.4211 1.2241 0.2095
H -3.9913 0.8820 0.5627
H -3.8125 -1.0733 0.0477
H -1.9208 -2.0874 -0.5194
H 0.4716 -1.9554 -0.4394
H 2.0280 -1.4424 1.2123
H 0.6860 2.2077 0.2135
H -1.8863 2.1226 0.3679
*
```

## Properties
E_HOMO   -8.35 eV
SMILES string   Nc1ccc(C(=O)O)cc1
Kohn-Sham gap   8.8 eV

Mulliken atomic charge list, values in e, 8 entries: atom 1 (N): -0.593, atom 2 (C): 0.865, atom 3 (C): -0.378, atom 4 (C): -1.120, atom 5 (C): 0.092, atom 6 (C): 0.536, atom 7 (O): -0.576, atom 8 (O): -0.512

---

B is favored, and the nearest alternative lies 1.011 eV above it.